1.
Here is a cluster of 2 separate species, C4H9NO2 in total from OMol25. Energies are from the ωB97M-V functional and the def2-TZVPD basis.

Summary:
**ΔE to the lowest compared entry with this formula, charge and spin**: 169.4 kJ/mol
**E_HOMO**: -0.349 Eh
**Frontier orbital gap**: 10.325 eV
**SMILES**: CNC=O.CC=O

Last column: Mulliken charge in e.
CARTESIAN COORDINATES (ANGSTROEM)
C  -0.512531  -1.115197  -2.274965  -0.82
N  -0.520805  -0.427951  -1.008197  0.07
C  -1.615074  0.163961  -0.496142  0.11
O  -1.689626  0.770658  0.558947  -0.60
H  0.160313  -0.623695  -2.985100  0.28
H  -0.196801  -2.156052  -2.152357  0.28
H  -1.522734  -1.107030  -2.695353  0.30
H  0.358221  -0.376068  -0.494952  0.17
H  -2.499573  0.050692  -1.148342  0.29
C  0.618600  0.765111  2.203202  -0.90
C  1.738670  0.581728  1.186850  0.16
O  1.892585  -0.201257  0.280193  -0.61
H  -0.303833  1.337088  2.011163  0.33
H  0.271997  -0.178440  2.640470  0.29
H  1.210054  1.311764  2.904224  0.32
H  2.610536  1.204688  1.470359  0.32

Forces on the atoms, in the same order (eV/Å):
-0.1 -0.1 -0.2
-0.3 0.2 0.1
-0.1 -0.1 -0.2
-0.1 -0.1 -0.3
-0.1 -0.1 0.1
0.0 0.1 -0.1
0.2 0.0 0.0
-0.2 -0.1 0.0
0.0 0.0 0.0
0.2 -0.1 0.0
0.1 0.1 0.4
-0.4 0.0 0.1
0.7 -0.2 -0.7
0.2 0.0 -0.3
-0.2 0.3 1.3
0.0 0.1 -0.3



2.
Here is a cluster of 11 separate species, C40H42Cl12F48O6 in total from OMol25. Energies are from the ωB97M-V functional and the def2-TZVPD basis.

Summary:
**E_HOMO**: -0.394 Eh
**Frontier orbital gap**: 10.979 eV
**SMILES**: FC(F)C(F)(F)COC(F)(F)C(F)F.FC(F)C(F)(F)COC(F)(F)C(F)F.FC(F)C(F)(F)COC(F)(F)C(F)F.FC(F)C(F)(F)COC(F)(F)C(F)F.FC(F)C(F)(F)COC(F)(F)C(F)F.FC(F)C(F)(F)COC(F)(F)C(F)F.ClC(Cl)Cl.ClC(Cl)Cl.ClC(Cl)Cl.ClC(Cl)Cl.CCCCCC

Last column: Mulliken charge in e.
CARTESIAN COORDINATES (ANGSTROEM)
F  -6.945031  -2.368309  -4.342476  -0.29
C  -6.020975  -2.291397  -5.292326  -0.20
F  -6.035112  -1.054092  -5.823611  -0.18
C  -4.680473  -2.778758  -4.928307  1.28
F  -4.680060  -4.087980  -4.448898  -0.38
F  -4.248950  -2.101815  -3.900670  -0.15
C  -3.690733  -2.847483  -6.048209  -1.03
O  -3.289289  -1.523140  -6.348181  -0.17
C  -2.439168  -1.292206  -7.471617  0.67
F  -1.166029  -1.512582  -7.066919  -0.26
F  -2.754477  -2.176497  -8.431630  -0.31
C  -2.692407  0.163431  -7.890335  0.58
F  -1.950709  0.454900  -8.908143  -0.26
F  -3.968443  0.455424  -8.193168  -0.27
H  -6.543093  -2.860872  -6.061217  0.24
H  -4.099411  -3.425205  -6.877252  0.34
H  -2.731068  -3.272023  -5.753423  0.41
H  -2.455763  0.741874  -6.997315  -0.02
F  -2.687223  1.279087  6.388685  -0.33
C  -1.469280  1.591346  6.588426  0.89
F  -1.469429  2.651896  7.314718  -0.33
C  -0.717475  0.286145  7.002115  1.19
F  0.529034  0.569137  7.175305  -0.29
F  -0.809656  -0.732181  6.155946  -0.31
C  -1.298862  -0.271254  8.330392  -1.16
O  -1.045324  0.516345  9.508689  -0.45
C  -2.181822  0.792011  10.309025  0.94
F  -3.088096  1.387586  9.464671  -0.25
F  -2.594254  -0.363985  10.874591  -0.27
C  -1.907847  1.853864  11.381529  0.15
F  -3.062875  2.106007  12.087731  -0.27
F  -0.951959  1.533089  12.307751  -0.25
H  -1.074465  2.002338  5.659286  -0.43
H  -0.848990  -1.232278  8.579683  0.46
H  -2.364712  -0.495480  8.288198  0.46
H  -1.633776  2.790841  10.896707  0.22
F  5.127923  -3.548685  -9.271856  -0.24
C  4.036356  -3.093416  -9.779256  0.24
F  4.305637  -2.667818  -11.041651  -0.29
C  2.756298  -4.028002  -9.546737  1.02
F  2.744162  -5.089298  -10.442428  -0.32
F  1.584854  -3.402563  -9.591571  -0.24
C  2.759307  -4.651552  -8.179785  -1.04
O  2.627872  -3.663146  -7.103039  -0.35
C  2.297078  -4.180210  -5.823813  0.64
F  0.976169  -4.528343  -5.777037  -0.20
F  3.127221  -5.231114  -5.521019  -0.31
C  2.456809  -2.990127  -4.852548  0.27
F  2.090163  -3.185274  -3.581549  0.03
F  3.659487  -2.422372  -4.889300  -0.31
H  3.874197  -2.210014  -9.161671  0.18
H  3.654231  -5.240962  -7.980288  0.38
H  1.947195  -5.376956  -8.131201  0.43
H  1.791766  -2.230269  -5.262950  0.17
F  8.759741  0.743654  1.915458  -0.23
C  9.034259  1.119598  3.185897  0.13
F  8.807264  2.499599  3.229894  -0.27
C  8.161104  0.251094  4.182322  1.01
F  8.506416  0.515023  5.498032  -0.31
F  8.218108  -1.011579  3.996773  -0.26
C  6.695217  0.658261  4.025381  -1.21
O  5.736522  0.106667  4.975778  -0.43
C  4.669642  -0.618938  4.403741  0.90
F  4.057356  0.199031  3.554335  -0.18
F  5.228426  -1.626127  3.658393  -0.25
C  3.491636  -1.162906  5.307049  -0.06
F  3.293438  -0.286382  6.300601  -0.26
F  2.430466  -1.741378  4.813612  -0.22
H  10.101248  1.074272  3.404046  0.26
H  6.284369  0.521645  3.025069  0.57
H  6.644287  1.725213  4.242491  0.51
H  3.929128  -1.917831  5.960335  0.28
F  -2.177503  4.994544  1.699927  -0.21
C  -1.214950  5.176367  2.586233  0.26
F  -0.524068  6.334657  2.328869  -0.31
C  -1.740426  5.079020  4.032755  1.18
F  -2.145356  3.858479  4.334435  -0.19
F  -2.761076  5.858682  4.300397  -0.36
C  -0.744208  5.408840  5.099621  -1.11
O  0.433663  4.540502  4.892394  -0.34
C  1.702253  5.062755  5.256916  0.79
F  2.039154  5.915511  4.273990  -0.28
F  1.612565  5.704716  6.424603  -0.27
C  2.755755  3.802573  5.152609  0.33
F  2.603568  3.110966  4.061854  -0.16
F  4.066447  4.017405  5.336610  -0.31
H  -0.481048  4.389836  2.410526  0.15
H  -1.194337  5.110372  6.046409  0.28
H  -0.640194  6.480811  5.267449  0.47
H  2.545374  3.128932  5.983298  0.09
F  -6.430673  3.117212  -3.803966  -0.21
C  -6.418765  4.216548  -3.029522  -0.03
F  -7.266178  3.956601  -2.016682  -0.28
C  -5.109189  4.659285  -2.553432  1.03
F  -5.256235  5.794711  -1.803621  -0.30
F  -4.396429  5.082848  -3.608173  -0.29
C  -4.283095  3.551937  -1.687587  -1.10
O  -3.829222  2.359149  -2.304132  -0.11
C  -2.582775  2.224563  -2.999473  0.62
F  -2.505758  3.167682  -3.863481  -0.31
F  -1.728154  2.516446  -2.039747  -0.26
C  -2.411809  0.874135  -3.558470  0.51
F  -3.351529  0.552002  -4.431680  -0.30
F  -1.251191  0.659372  -4.193513  -0.15
H  -6.912485  5.029510  -3.561894  0.26
H  -5.029831  3.289253  -0.938256  0.36
H  -3.455671  4.066762  -1.199314  0.50
H  -2.575472  0.122153  -2.786561  0.06
Cl  4.173317  1.490038  -2.824995  -0.10
C  2.881237  0.767549  -3.699577  0.24
Cl  2.242335  1.837842  -4.954558  -0.15
Cl  1.457076  0.379143  -2.709542  0.07
H  3.232541  -0.125312  -4.216758  -0.10
Cl  3.502070  -0.949356  -0.537983  -0.12
C  3.854657  -2.712754  -0.478761  0.52
Cl  4.183072  -3.305594  1.226802  -0.14
Cl  5.295772  -3.065208  -1.435442  -0.14
H  2.965336  -3.228329  -0.841249  -0.19
Cl  -4.985391  1.923396  3.509326  -0.09
C  -4.906159  0.945094  2.018691  -0.21
Cl  -4.962732  -0.796969  2.410858  -0.14
Cl  -3.570143  1.359685  0.859386  0.08
H  -5.817267  1.154152  1.458087  0.40
Cl  1.014790  -5.783710  -2.703142  -0.06
C  0.205687  -6.606334  -1.326953  0.00
Cl  0.686003  -5.852023  0.252864  -0.13
Cl  0.497528  -8.323403  -1.319920  -0.12
H  -0.844539  -6.368820  -1.496422  0.27
C  -1.094671  -2.501577  -2.612019  -0.85
C  -0.441324  -2.537621  -1.276413  0.41
C  -0.836632  -1.328974  -0.364829  0.08
C  0.111986  -1.046680  0.823724  -0.56
C  -0.495616  -0.041534  1.825069  -0.04
C  0.430157  0.256742  2.945253  -0.58
H  -0.626154  -3.317408  -3.162495  0.18
H  -0.882115  -1.567368  -3.131791  -0.05
H  -2.182627  -2.567822  -2.619499  0.46
H  -0.650276  -3.421683  -0.674028  0.33
H  0.629803  -2.593835  -1.470375  -0.51
H  -1.859273  -1.501681  -0.029451  0.52
H  -0.729883  -0.468661  -1.025570  -0.41
H  0.478309  -1.954879  1.302357  0.50
H  0.986483  -0.527854  0.431084  -0.11
H  -0.738757  0.855661  1.255838  0.04
H  -1.348223  -0.476151  2.346869  0.23
H  0.796198  -0.662159  3.403221  0.21
H  1.312818  0.859630  2.731909  0.40
H  -0.103691  0.793050  3.729780  -0.22

Forces on the atoms, in the same order (eV/Å):
-0.1 0.4 2.2
-3.4 -0.8 -2.9
0.9 0.8 0.6
1.5 -2.1 0.5
-1.1 0.1 -0.6
0.9 1.8 1.5
1.8 0.6 -0.7
0.1 1.4 -1.9
-2.4 -1.4 2.1
-0.2 0.3 -0.7
0.5 0.1 -0.4
-0.4 -0.1 2.5
1.6 0.6 -2.0
-0.4 -0.7 -0.2
1.0 -0.8 -0.6
-0.1 0.3 -0.2
-0.5 -1.0 0.6
0.3 0.4 0.0
-4.5 -1.6 -0.6
2.9 -1.1 -4.1
0.8 2.2 3.8
-2.6 0.7 3.6
3.1 0.8 0.1
-0.5 -0.1 -1.4
-0.4 -0.9 1.2
-0.7 1.2 1.0
2.0 -0.3 -1.6
-0.5 -1.0 1.0
-0.7 0.7 -0.5
0.1 1.0 1.1
0.5 -0.6 -0.6
-0.6 -0.3 -1.0
0.6 -0.8 -0.7
0.4 -0.1 -0.6
0.0 0.3 -0.6
0.2 -0.1 -0.1
2.5 -2.5 0.8
-2.8 2.7 0.2
-0.7 -0.8 0.0
1.5 -1.1 0.0
0.0 1.0 0.5
-0.3 1.1 -1.2
0.7 -1.1 2.1
-0.4 -0.9 0.6
1.1 0.5 -1.3
1.1 -0.5 0.0
-1.3 0.5 -0.1
-1.4 1.6 -1.2
0.3 -0.8 0.3
1.3 -0.4 0.2
-0.9 0.5 -0.3
0.2 0.2 -0.3
-0.3 0.3 -0.2
-0.5 0.0 -0.1
0.0 -0.2 0.4
0.6 0.8 0.1
-0.6 -1.4 0.5
-2.6 3.4 1.0
0.5 0.0 -0.9
1.5 -3.1 -0.8
-1.6 1.5 0.2
-0.9 -1.6 0.6
0.9 0.6 -1.0
-0.7 0.8 -1.4
-0.8 0.0 0.5
5.0 -2.3 3.8
-1.7 2.3 -0.2
-1.2 1.0 -1.6
0.0 -0.7 -0.1
0.6 -0.2 -0.1
0.1 0.1 -0.2
0.7 -1.0 -0.8
-1.2 0.4 -0.6
1.8 -0.9 0.2
-1.0 0.0 0.5
1.8 0.9 0.7
-0.6 -2.4 -0.8
-1.9 1.7 -0.5
1.4 -0.5 1.1
0.7 1.0 0.9
-0.8 -1.7 -2.4
0.5 0.9 0.3
0.7 -0.3 -0.1
-1.3 -0.4 3.8
-0.5 -0.1 -2.2
0.5 1.6 -0.5
0.0 -0.2 0.4
-0.2 -0.4 -0.1
1.0 0.1 -0.8
-0.8 0.1 0.3
0.9 -0.1 -0.1
-3.1 0.4 -1.1
0.0 -0.3 1.2
3.4 -0.9 1.2
-0.4 -0.8 0.4
0.3 -0.2 -0.9
-0.3 1.4 -0.6
-1.0 -1.6 -1.4
-3.1 2.7 3.4
0.6 1.7 -2.7
2.6 -0.5 0.9
-0.5 -3.3 0.6
-1.5 0.7 -1.4
0.8 0.8 0.2
0.3 0.2 -0.5
0.3 -0.5 0.1
-0.1 0.2 0.0
0.7 0.2 0.7
0.4 0.3 0.4
-1.0 -0.3 -0.7
0.3 0.3 -0.5
0.3 -0.3 0.3
0.0 0.1 0.4
0.4 -1.1 0.4
0.4 0.3 1.0
-0.5 0.6 -1.1
-0.4 0.0 -0.1
0.4 0.0 0.0
0.5 -0.3 -0.7
-0.4 0.0 -0.4
0.3 0.6 -0.2
-0.7 -0.2 1.1
0.2 0.0 0.2
0.0 -0.4 0.6
0.0 1.1 0.1
-0.2 -0.4 -0.9
0.0 0.0 0.0
0.2 -0.4 0.3
-0.2 -0.2 -0.7
0.1 0.8 1.9
1.4 -0.7 -0.5
-0.6 0.7 -0.4
0.3 -1.1 -0.6
0.9 0.5 1.2
-0.5 0.0 -0.5
0.3 0.1 -0.1
0.0 -0.4 0.2
-0.2 -0.4 -0.3
0.3 0.4 0.3
-0.1 0.4 -0.1
-0.7 0.4 0.1
-0.2 -0.1 0.2
0.2 -0.3 -0.1
-0.4 0.0 0.2
-0.6 0.1 -0.6
0.0 -0.1 0.0
0.0 0.0 -0.4
0.0 0.1 0.1



3.
Here is a structure of composition C4H6N2 from OMol25. Energies are from the ωB97M-V functional and the def2-TZVPD basis.

Summary:
**ΔE to the lowest compared entry with this formula, charge and spin**: 426.0 kJ/mol
**E_HOMO (spin up / spin down)**: -0.283 / -0.283 Eh
**Frontier orbital gap (spin up / spin down)**: 8.070 / 8.069 eV

Last column: Mulliken charge in e.
CARTESIAN COORDINATES (ANGSTROEM)
N  3.294616  -0.042877  -0.320992  -0.49
C  2.132625  -0.024435  -0.232355  0.04
C  0.741673  -0.027845  -0.044767  -0.03
C  -0.313862  1.066244  0.070216  -0.24
C  -1.195743  0.080220  -0.645754  -0.44
N  -0.177073  -0.749593  -0.789124  0.04
H  -0.460431  -0.917565  1.736467  -0.09
H  -0.626531  1.381302  1.067970  0.27
H  -0.077482  1.932622  -0.554928  0.30
H  -2.245438  -0.099599  -0.824536  0.36
H  -1.210927  -0.932982  1.692214  0.09
H  -0.109704  -1.660589  -1.232419  0.20

Forces on the atoms, in the same order (eV/Å):
-1.1 0.0 0.1
0.9 0.0 -0.1
0.1 0.0 -0.1
0.0 0.2 0.1
0.0 -0.1 -0.1
0.0 -0.1 -0.1
-0.1 0.0 0.1
0.0 -0.1 -0.2
0.0 -0.1 0.1
0.2 0.0 0.0
0.0 0.0 0.1
0.0 0.1 0.1